A) Computed, not measured: a 2-piece molecular cluster, C5H10N2 overall, with ωB97M-V with the def2-TZVPD basis set.

The geometry in XYZ format:
```
17
Properties=species:S:1:pos:R:3:mulliken_charge:R:1
C 0.498 1.410 1.051 -1.194
C 0.808 0.696 -0.255 0.367
C 0.882 -1.677 -0.794 -0.342
N 0.237 -0.663 -0.333 0.232
N 1.876 0.873 -0.961 -0.816
H 2.334 1.744 -0.710 0.224
H 1.169 1.040 1.831 0.305
H 0.682 2.474 0.912 0.368
H -0.530 1.274 1.382 0.330
H 1.945 -1.581 -0.961 0.334
H 0.331 -2.575 -1.034 0.308
C -1.230 -0.542 -0.481 -0.469
C -2.018 -0.847 0.587 -0.879
H -3.093 -0.858 0.476 0.265
H -1.576 -0.721 -1.497 0.456
H -0.705 0.865 -0.799 0.197
H -1.610 -0.912 1.586 0.315
```

Molar mass = 98.15 g mol⁻¹
Frontier orbital gap (spin up / spin down) = 6.70 / 6.70 eV

---

B) Computed, not measured: one molecule with the formula C5H10N2, with ωB97M-V with the def2-TZVPD basis set.

The geometry in XYZ format:
```
17
Properties=species:S:1:pos:R:3:mulliken_charge:R:1
C 1.592 1.388 -0.335 -0.342
N 1.340 0.492 0.524 -0.441
C 1.496 -0.899 0.339 -0.493
C 0.348 -1.601 -0.191 -0.501
C -0.897 -1.152 -0.147 -0.135
N -1.223 -0.073 0.660 -0.374
C -1.987 0.929 0.031 -0.975
H 1.158 2.421 -0.212 0.311
H 2.212 1.100 -1.214 0.234
H 1.850 -1.154 1.451 0.185
H 2.291 -0.959 -0.385 0.424
H 0.541 -2.519 -0.776 0.306
H -1.712 -1.563 -0.652 0.407
H -0.345 0.296 1.172 0.438
H -1.365 1.447 -0.661 0.331
H -2.796 0.388 -0.477 0.327
H -2.503 1.458 0.872 0.298
```

Molar mass = 98.15 g mol⁻¹
Frontier orbital gap = 8.93 eV

---

Stability, highest: B)

---

A) Computed, not measured: one molecule with the formula C5H10N2, with ωB97M-V with the def2-TZVPD basis set.

The geometry in XYZ format:
```
17
Properties=species:S:1:pos:R:3:mulliken_charge:R:1
C 2.732 -0.128 0.265 -0.784
C 1.799 0.019 -0.616 0.012
C 0.714 1.120 -0.544 -0.731
N -0.635 0.799 -0.557 -0.174
N -1.237 -0.147 -1.455 -0.753
C -1.197 -0.431 -0.012 0.554
C -2.478 -0.390 0.775 -1.272
H 2.832 0.523 1.096 0.315
H 3.532 -0.859 -0.023 0.230
H 1.835 -0.654 -1.408 0.338
H 0.794 1.574 0.389 0.391
H 0.921 1.875 -1.240 0.299
H -0.495 -0.780 -1.938 0.273
H -0.650 -1.328 0.320 0.381
H -2.340 0.327 1.685 0.229
H -2.706 -1.409 0.994 0.345
H -3.257 -0.036 0.196 0.349
```

Molar mass = 98.15 g mol⁻¹
Frontier orbital gap = 9.68 eV

---

B) Computed, not measured: one molecule with the formula C5H10N2, with ωB97M-V with the def2-TZVPD basis set.

The geometry in XYZ format:
```
17
Properties=species:S:1:pos:R:3:mulliken_charge:R:1
C 1.307 -1.159 -0.623 -1.193
C 0.307 0.620 -2.129 -1.396
C 0.350 -0.018 -0.778 0.783
N -0.054 0.745 0.272 -0.222
H -0.202 1.744 0.174 0.264
H 2.311 -0.801 -0.898 0.395
H -0.634 0.323 -2.603 0.276
H 0.303 1.711 -2.067 0.396
H 1.294 -1.567 0.382 0.367
H 1.047 -1.962 -1.311 0.274
H 1.121 0.303 -2.780 0.359
C -1.201 0.265 2.465 -1.118
C -0.902 -0.139 1.043 0.671
N -1.209 -1.162 0.378 -0.770
H -1.620 1.277 2.512 0.315
H -0.298 0.258 3.080 0.270
H -1.919 -0.436 2.883 0.329
```

Molar mass = 98.15 g mol⁻¹
Frontier orbital gap (spin up / spin down) = 7.90 / 7.28 eV

---

Stability, highest: B)

---

A) Computed, not measured: a 2-piece molecular cluster, C9H14O overall, with ωB97M-V with the def2-TZVPD basis set.

The geometry in XYZ format:
```
24
Properties=species:S:1:pos:R:3:mulliken_charge:R:1
C -1.073 2.600 -2.034 -1.438
C -0.960 1.104 -1.835 0.484
C -1.867 0.182 -2.294 -0.578
C -1.752 -1.171 -1.931 -0.661
C -0.717 -1.561 -1.135 0.824
O -0.550 -2.858 -0.715 -0.539
C 0.306 -0.676 -0.760 -0.672
C 0.164 0.636 -1.135 -0.273
H -1.868 2.919 -2.708 0.362
H -0.153 2.954 -2.476 0.362
H -1.185 3.069 -1.071 0.318
H -2.664 0.490 -2.956 0.347
H -2.551 -1.842 -2.199 0.273
H -1.210 -3.426 -1.150 0.292
H 1.121 -1.194 -0.274 0.503
H 0.876 1.386 -0.819 0.381
C 1.596 -0.428 2.455 -0.660
C 1.997 -0.278 3.914 -1.050
H 1.149 0.497 2.099 0.251
H 2.407 -0.671 1.759 0.273
H 0.788 -1.145 2.309 0.293
H 2.434 0.698 4.115 0.300
H 2.612 -1.087 4.299 0.309
H 1.098 -0.200 4.541 0.298
```

Molar mass = 138.21 g mol⁻¹
Frontier orbital gap = 9.26 eV

---

B) Computed, not measured: a 2-piece molecular cluster, C9H14O overall, with ωB97M-V with the def2-TZVPD basis set.

The geometry in XYZ format:
```
24
Properties=species:S:1:pos:R:3:mulliken_charge:R:1
C 2.536 -1.042 1.347 -1.523
C 1.362 -1.120 0.395 0.794
C 1.458 -0.413 -0.792 -0.783
C 0.321 -0.130 -1.525 -0.489
C -0.883 -0.604 -1.092 0.731
O -2.025 -0.317 -1.789 -0.548
C -0.986 -1.403 0.067 -0.471
C 0.139 -1.689 0.810 -0.549
H 3.341 -1.767 1.183 0.347
H 2.330 -1.240 2.406 0.384
H 2.920 -0.024 1.328 0.344
H 2.456 -0.337 -1.209 0.392
H 0.494 0.327 -2.492 0.346
H -1.834 0.237 -2.542 0.282
H -1.986 -1.730 0.318 0.376
H -0.046 -2.191 1.749 0.347
C -1.419 2.915 0.598 -0.816
C -0.267 2.418 1.480 -0.629
H -1.956 2.028 0.246 0.169
H -2.242 3.519 0.988 0.348
H -1.012 3.562 -0.180 0.254
H 0.193 3.282 1.956 0.319
H 0.423 2.069 0.704 0.083
H -0.344 1.540 2.115 0.292
```

Molar mass = 138.21 g mol⁻¹
Frontier orbital gap = 9.19 eV

---

Stability, highest: A)

---

A) Computed, not measured: a 2-piece molecular cluster, C9H14O overall, with ωB97M-V with the def2-TZVPD basis set.

The geometry in XYZ format:
```
24
Properties=species:S:1:pos:R:3:mulliken_charge:R:1
C -1.466 2.276 -1.137 -1.493
C -0.528 1.670 -0.145 0.657
C 0.781 1.308 -0.424 -0.300
C 1.558 0.548 0.430 -0.651
C 1.112 0.191 1.661 0.650
O 1.684 -0.562 2.683 -0.534
C -0.118 0.708 2.091 -0.480
C -0.950 1.337 1.154 -0.567
H -1.424 1.886 -2.144 0.325
H -1.213 3.339 -1.200 0.324
H -2.493 2.295 -0.779 0.372
H 1.081 1.395 -1.462 0.371
H 2.592 0.378 0.090 0.299
H 2.594 -0.744 2.434 0.305
H -0.462 0.538 3.108 0.376
H -1.860 1.780 1.548 0.321
C 0.276 -2.201 -0.326 -0.451
C -0.542 -2.384 -1.587 -1.048
H 1.328 -2.241 -0.589 0.237
H -0.033 -1.289 0.158 0.031
H 0.278 -3.036 0.397 0.392
H -1.636 -2.318 -1.577 0.302
H -0.335 -3.318 -2.138 0.331
H -0.223 -1.555 -2.247 0.233
```

Molar mass = 138.21 g mol⁻¹
Frontier orbital gap = 9.37 eV

---

B) Computed, not measured: a 2-piece molecular cluster, C9H14O overall, with ωB97M-V with the def2-TZVPD basis set.

The geometry in XYZ format:
```
24
Properties=species:S:1:pos:R:3:mulliken_charge:R:1
C -0.701 2.038 1.833 -1.448
C 0.140 1.395 0.743 1.077
C -0.316 1.496 -0.566 -0.593
C 0.502 0.921 -1.544 -0.539
C 1.746 0.408 -1.260 0.539
O 2.529 -0.084 -2.295 -0.528
C 2.250 0.470 0.039 -0.607
C 1.351 0.778 1.058 -0.574
H -1.520 2.572 1.366 0.358
H -0.097 2.638 2.516 0.360
H -1.123 1.323 2.552 0.317
H -1.304 1.823 -0.854 0.279
H 0.192 0.896 -2.584 0.317
H 3.390 0.327 -2.239 0.333
H 3.274 0.200 0.268 0.347
H 1.469 0.410 2.072 0.348
C -0.871 -2.007 -0.606 -0.485
C -2.025 -2.410 0.343 -0.936
H 0.164 -2.077 -0.282 0.253
H -1.007 -2.624 -1.496 0.381
H -1.098 -0.991 -0.897 -0.028
H -2.472 -1.551 0.846 0.265
H -1.683 -3.006 1.194 0.267
H -2.790 -2.945 -0.208 0.295
```

Molar mass = 138.21 g mol⁻¹
Frontier orbital gap = 9.45 eV

---

C) Computed, not measured: a 2-piece molecular cluster, C9H14O overall, with ωB97M-V with the def2-TZVPD basis set.

The geometry in XYZ format:
```
24
Properties=species:S:1:pos:R:3:mulliken_charge:R:1
C 1.136 1.899 -1.065 -1.685
C 1.000 0.410 -0.821 0.482
C 0.349 -0.444 -1.694 -0.276
C 0.295 -1.812 -1.429 -0.525
C 0.926 -2.357 -0.328 0.827
O 0.889 -3.718 -0.150 -0.559
C 1.637 -1.516 0.526 -0.595
C 1.676 -0.157 0.266 -0.429
H 2.009 2.113 -1.704 0.370
H 1.377 2.426 -0.142 0.385
H 0.221 2.291 -1.503 0.340
H -0.309 -0.071 -2.475 0.302
H -0.228 -2.502 -2.083 0.367
H 1.332 -3.928 0.696 0.283
H 2.253 -1.920 1.304 0.303
H 2.269 0.502 0.873 0.360
C -2.122 0.355 1.001 -0.265
C -2.094 1.798 1.502 -0.925
H -1.219 0.060 0.463 -0.177
H -2.315 -0.365 1.792 0.316
H -2.814 0.319 0.151 0.254
H -1.660 1.957 2.487 0.291
H -3.100 2.220 1.486 0.316
H -1.509 2.437 0.847 0.239
```

Molar mass = 138.21 g mol⁻¹
Frontier orbital gap = 9.31 eV

---

D) Computed, not measured: one molecule with the formula C9H14O, with ωB97M-V with the def2-TZVPD basis set.

The geometry in XYZ format:
```
24
Properties=species:S:1:pos:R:3:mulliken_charge:R:1
C 1.436 -1.185 1.072 -1.561
C 0.255 -0.620 0.096 1.854
C 0.461 -1.349 -1.218 -2.021
C -1.099 -1.141 0.633 -1.200
C -2.088 -0.075 -0.059 0.418
O -3.138 -0.409 -0.535 -0.639
C -1.546 1.181 0.009 -0.372
C -0.585 1.495 1.076 -0.984
C 0.237 0.899 0.079 0.581
C 1.087 1.750 -0.867 -1.528
H 1.854 -2.048 0.635 0.401
H 0.969 -1.384 1.972 0.401
H 2.250 -0.445 1.123 0.333
H 1.307 -0.826 -1.689 0.459
H -0.322 -1.316 -1.877 0.498
H 0.668 -2.402 -1.131 0.478
H -1.297 -1.343 1.697 0.358
H -1.317 -2.024 0.034 0.358
H -1.846 1.961 -0.667 0.418
H -0.392 2.532 1.006 0.416
H -0.803 0.920 1.920 0.252
H 0.796 1.616 -1.960 0.295
H 2.096 1.396 -0.804 0.421
H 1.020 2.818 -0.548 0.366
```

Molar mass = 138.21 g mol⁻¹
Frontier orbital gap = 9.34 eV

---

Stability, highest: C)